(1)
Here is a structure of composition C34H31N5OPbS2SbSe4Te from the OMol25 dataset. Energies are from ωB97M-V/def2-TZVPD.

CARTESIAN COORDINATES (ANGSTROEM)
Pb (-0.8413, 0.2824, -0.0379)
C (0.3569, 3.1488, -3.6115)
C (-0.4357, 2.3228, -2.6404)
N (0.1326, 1.4182, -1.9328)
N (1.4939, 1.2313, -2.1468)
C (2.1857, 1.0995, -1.0770)
S (1.6589, 1.1917, 0.5836)
S (3.9200, 0.7929, -1.2717)
C (3.9614, 0.1158, -2.9602)
C (3.3528, -1.2590, -3.0449)
C (2.1778, -1.4716, -3.7559)
C (1.6161, -2.7410, -3.8162)
C (2.2110, -3.8040, -3.1552)
C (3.3860, -3.5976, -2.4405)
C (3.9524, -2.3344, -2.3919)
C (-1.8834, 2.5596, -2.4881)
C (-2.6267, 2.8360, -3.6405)
C (-3.9893, 3.0508, -3.5938)
C (-4.6282, 3.0313, -2.3552)
C (-3.9144, 2.7839, -1.2025)
C (-2.5318, 2.5130, -1.2278)
O (-1.9171, 2.2337, -0.0936)
H (1.1957, 3.6124, -3.0918)
H (-0.2596, 3.9191, -4.0647)
H (0.7687, 2.5000, -4.3874)
H (5.0233, 0.0915, -3.2124)
H (3.4588, 0.8104, -3.6287)
H (1.6832, -0.6448, -4.2521)
H (0.7036, -2.8877, -4.3801)
H (1.7624, -4.7890, -3.1923)
H (3.8585, -4.4228, -1.9208)
H (4.8623, -2.1705, -1.8240)
H (-2.1212, 2.8253, -4.5989)
H (-4.5484, 3.2204, -4.5040)
H (-5.6976, 3.1960, -2.2956)
H (-4.4029, 2.7590, -0.2357)
Se (-0.6707, 0.4472, -5.8391)
Sb (-2.3023, -1.1527, -5.1717)
Se (-3.5374, -0.3652, -2.8955)
Se (-1.7267, -1.9171, -2.7333)
Se (-5.5068, -1.5206, -2.9392)
N (-2.2044, -0.6337, 3.7297)
C (-2.7184, -1.1689, 2.5050)
C (-3.6774, -0.4654, 1.7816)
C (-4.1945, -1.0447, 0.6354)
C (-3.7331, -2.2983, 0.2585)
C (-2.7701, -2.9079, 1.0430)
N (-2.2639, -2.3613, 2.1524)
C (-1.6663, 0.6355, 3.8106)
C (-1.6083, 1.2850, 5.0547)
C (-1.0494, 2.5395, 5.1160)
C (-0.5684, 3.1324, 3.9514)
C (-0.6549, 2.4131, 2.7787)
N (-1.1720, 1.1796, 2.7022)
H (-2.6971, -0.9341, 4.5554)
H (-3.9841, 0.5196, 2.1087)
H (-4.9393, -0.5420, 0.0295)
H (-4.1123, -2.7744, -0.6363)
H (-2.3756, -3.8812, 0.7719)
H (-2.0026, 0.7971, 5.9373)
H (-0.9944, 3.0605, 6.0638)
H (-0.1323, 4.1206, 3.9525)
H (-0.2971, 2.8270, 1.8443)
C (3.2607, -2.0958, 1.1400)
Te (1.2698, -2.8351, 0.8829)
C (0.8536, -1.8050, 2.7115)
C (2.1786, -1.3926, 3.2894)
C (2.2506, -0.8296, 4.5617)
C (3.4655, -0.4237, 5.0880)
C (4.6258, -0.5766, 4.3390)
C (4.5585, -1.1298, 3.0711)
C (3.3397, -1.5402, 2.5362)
H (3.4397, -1.3125, 0.4069)
H (3.9763, -2.9017, 0.9836)
H (0.2875, -2.4505, 3.3771)
H (0.2415, -0.9294, 2.5002)
H (1.3391, -0.7054, 5.1365)
H (3.5089, 0.0129, 6.0782)
H (5.5800, -0.2602, 4.7416)
H (5.4598, -1.2376, 2.4784)

## Properties
* HOMO-LUMO gap: 6.7 eV
* total charge: -1
* electronic energy: -347399.0532 eV

=====

(2)
Here is a cluster of 2 separate species, C6H16NO5P in total in a non-equilibrium geometry from the OMol25 dataset. Energies are from ωB97M-V/def2-TZVPD.

CARTESIAN COORDINATES (ANGSTROEM)
C (3.8739, -0.2716, -1.7943)
C (3.8422, 1.3005, -1.6833)
C (2.4015, 1.9159, -1.5786)
O (1.4049, 1.1595, -2.3073)
P (0.0861, 0.7925, -1.3792)
O (-0.3902, 1.9097, -0.4805)
O (-1.1908, 0.4360, -2.4155)
O (0.4296, -0.6129, -0.5619)
H (4.5785, -0.6503, -1.0139)
H (2.8854, -0.7586, -1.6728)
H (4.3129, -0.5685, -2.7766)
H (4.4264, 1.7737, -2.5024)
H (4.3622, 1.5696, -0.7294)
H (2.3892, 2.9471, -2.0063)
H (2.1349, 1.9505, -0.4977)
H (-0.7530, 0.1115, -3.2210)
H (0.3193, -0.4140, 0.3890)
C (-3.9257, -1.6427, 2.9514)
N (-2.7914, -1.0752, 2.2510)
C (-3.0174, -0.3273, 1.0241)
C (-1.5271, -1.2183, 2.7012)
O (-0.5414, -0.7631, 2.1550)
H (-4.4429, -2.3431, 2.2919)
H (-4.6099, -0.8412, 3.2382)
H (-3.6015, -2.1712, 3.8472)
H (-2.4752, -0.8025, 0.2041)
H (-2.6406, 0.6904, 1.1436)
H (-4.0798, -0.2979, 0.7899)
H (-1.4602, -1.7987, 3.6340)

## Properties
* SMILES: CCCOP(=O)(O)O.CN(C)C=O
* HOMO-LUMO gap: 10.2 eV
* total charge: 0
* electronic energy: -27500.6711 eV

=====

(3)
Here is a cluster of 10 separate species, C25H49NO11 in total in a non-equilibrium geometry from the OMol25 dataset. Energies are from ωB97M-V/def2-TZVPD.

CARTESIAN COORDINATES (ANGSTROEM)
C (-2.5433, 1.9674, 4.0634)
N (-3.3647, 3.0291, 3.4262)
C (-4.1584, 2.5241, 2.2651)
C (-3.1362, 2.2367, 1.0681)
C (-2.4180, 3.4711, 0.4228)
C (-1.3777, 3.2064, -0.7212)
C (-1.1207, 1.7190, -1.1546)
C (-1.8337, 0.5159, -0.5098)
C (-2.8819, 0.7760, 0.6407)
C (-3.5594, -0.5149, 1.2887)
O (-4.7720, -0.6347, 1.5837)
C (-2.5612, -1.7648, 1.5189)
C (-2.6330, -2.6046, 2.8108)
C (-1.6332, -3.7753, 2.9848)
C (-0.6295, -4.0650, 1.8156)
C (-0.5505, -3.2173, 0.4984)
C (-1.5267, -2.0281, 0.3601)
C (-1.5539, -1.0234, -0.9031)
O (-1.3884, -1.3978, -2.0912)
H (-1.8367, 2.4909, 4.8157)
H (-3.1459, 1.2063, 4.6687)
H (-1.8653, 1.3831, 3.3506)
H (-2.8098, 3.8496, 3.1514)
H (-4.8988, 3.3442, 1.9222)
H (-4.7953, 1.6331, 2.5774)
H (-2.6193, 4.5293, 0.8014)
H (-0.8009, 4.0759, -1.2029)
H (-0.3624, 1.5345, -1.9805)
H (-3.4218, -2.3006, 3.5892)
H (-1.6855, -4.3655, 3.9618)
H (0.1116, -4.9491, 1.9745)
H (0.1854, -3.4407, -0.3461)
C (1.1706, -1.1898, -5.1329)
O (0.8334, -2.3011, -4.3176)
H (2.1643, -1.3473, -5.5521)
H (0.4458, -1.0978, -5.9456)
H (1.1730, -0.2778, -4.5287)
H (-0.0504, -2.1347, -3.9600)
C (1.5064, -7.7647, 3.3973)
O (0.6001, -6.6778, 3.5303)
H (1.3989, -8.1952, 2.4016)
H (2.5298, -7.4053, 3.5281)
H (1.2784, -8.5260, 4.1470)
H (0.7173, -6.3173, 4.4186)
C (0.0811, 6.5324, 0.6479)
O (-1.1046, 5.9953, 0.0794)
H (0.5983, 5.7451, 1.1968)
H (0.7313, 6.9069, -0.1469)
H (-0.1764, 7.3425, 1.3340)
H (-1.5413, 6.7134, -0.3995)
C (-2.9629, -7.0895, 2.0356)
O (-1.8731, -7.8578, 2.5077)
H (-3.7013, -7.7553, 1.5875)
H (-3.4201, -6.5582, 2.8748)
H (-2.6131, -6.3753, 1.2858)
H (-1.2406, -7.2382, 2.9086)
C (2.5634, 4.7831, 3.6693)
O (1.6652, 5.8767, 3.7901)
H (2.4563, 4.3480, 2.6753)
H (3.5904, 5.1329, 3.8018)
H (2.3272, 4.0267, 4.4220)
H (1.7795, 6.2429, 4.6760)
C (0.1058, 10.3387, -0.1662)
O (-1.0373, 9.6383, -0.6358)
H (0.5674, 9.7633, 0.6365)
H (0.8219, 10.4602, -0.9829)
H (-0.1950, 11.3172, 0.2163)
H (-1.4244, 10.1687, -1.3436)
C (5.3473, -1.5644, -6.3628)
O (4.4462, -0.4722, -6.2437)
H (5.2425, -2.0016, -7.3561)
H (6.3726, -1.2104, -6.2293)
H (5.1110, -2.3188, -5.6085)
H (4.5598, -0.1056, -5.3580)
C (3.0359, -4.6534, 2.1693)
O (4.1376, -5.4240, 2.6280)
H (2.3040, -5.3197, 1.7130)
H (2.5759, -4.1343, 3.0141)
H (3.3783, -3.9289, 1.4260)
H (4.7683, -4.8114, 3.0267)
C (1.4277, -1.0571, -8.8496)
O (2.5222, -1.8277, -8.3798)
H (0.6958, -1.7244, -9.3057)
H (0.9636, -0.5290, -8.0130)
H (1.7784, -0.3396, -9.5962)
H (3.1542, -1.2114, -7.9815)

## Properties
* SMILES: CNCc1cccc2c1C(=O)c1ccccc1C2=O.CO.CO.CO.CO.CO.CO.CO.CO.CO
* HOMO-LUMO gap: 7.6 eV
* total charge: 0
* electronic energy: -50719.5374 eV

=====

(4)
Here is the ion C17H22NO3 with charge +1 from the OMol25 dataset. Energies are from ωB97M-V/def2-TZVPD.

CARTESIAN COORDINATES (ANGSTROEM)
C (4.1319, 1.3114, -0.6820)
C (2.8370, 1.4546, -0.4824)
C (2.1767, 1.3249, 0.8621)
C (1.1778, 0.1623, 0.8460)
N (0.5980, -0.0144, 2.2254)
C (-0.1458, -1.2986, 2.3927)
C (0.8118, -2.4381, 2.3711)
C (0.9286, -3.5400, 1.5772)
C (2.0468, -4.2598, 2.0663)
C (2.5302, -3.5399, 3.1131)
O (1.7945, -2.4327, 3.3097)
C (0.0429, 0.3759, -0.1187)
C (-0.1291, -0.4481, -1.2169)
C (-1.1750, -0.2205, -2.0953)
C (-2.0845, 0.8139, -1.9054)
O (-3.1263, 1.0553, -2.7371)
C (-3.2895, 0.2638, -3.8941)
C (-1.9197, 1.6593, -0.7807)
O (-2.6925, 2.7017, -0.4087)
C (-3.7521, 3.1857, -1.2143)
C (-0.8558, 1.4178, 0.0813)
H (4.5676, 1.4201, -1.6589)
H (4.8157, 1.0938, 0.1222)
H (2.1663, 1.6775, -1.2995)
H (1.6544, 2.2575, 1.0889)
H (2.9414, 1.1515, 1.6233)
H (1.7072, -0.7630, 0.5977)
H (-0.0337, 0.7797, 2.3887)
H (1.3530, 0.0097, 2.9224)
H (-0.8654, -1.3969, 1.5789)
H (-0.6768, -1.2630, 3.3483)
H (0.2955, -3.8117, 0.7583)
H (2.4303, -5.1829, 1.6867)
H (3.3597, -3.6999, 3.7719)
H (0.5560, -1.2601, -1.4030)
H (-1.2803, -0.8725, -2.9460)
H (-2.4218, 0.3367, -4.5552)
H (-4.1627, 0.6722, -4.3993)
H (-3.4762, -0.7835, -3.6405)
H (-4.5454, 2.4454, -1.3232)
H (-4.1337, 4.0538, -0.6787)
H (-3.3985, 3.4919, -2.1994)
H (-0.7584, 2.1094, 0.9068)

## Properties
* SMILES: C=CC[C@@H]([NH2+]Cc1ccco1)c1ccc(OC)c(OC)c1
* HOMO-LUMO gap: 8.6 eV
* total charge: +1
* electronic energy: -25610.4983 eV

=====

Question: The lowest total charge belongs to which entry?
Answer: C34H31N5OPbS2SbSe4Te

=====

Question: Which of these has the highest electronic energy?
Answer: C17H22NO3